No. 1
This record from the Open Molecules 2025 dataset describes a 10-piece molecular cluster, C36H76N4O10 overall. The level of theory is ωB97M-V/def2-TZVPD.

Atoms and positions in Å:
1 C -5.9694 -2.0716 1.1619
2 O -7.2230 -2.1518 1.0882
3 N -5.3098 -0.8974 0.9462
4 C -6.0986 0.2945 0.6879
5 C -3.8901 -0.8843 0.7251
6 H -5.2327 -2.8828 1.2689
7 H -5.6165 1.1670 1.1288
8 H -7.0397 0.2792 1.2376
9 H -6.1748 0.6416 -0.3425
10 H -3.4304 -0.0115 1.1890
11 H -3.4321 -1.7354 1.2290
12 H -3.6190 -0.9311 -0.3296
13 C 0.1114 1.1671 1.4769
14 O 0.1596 2.2858 0.9851
15 N 0.9721 0.1541 1.2346
16 C 0.5385 -1.2731 1.6944
17 C 2.0342 0.3367 0.2309
18 H -0.8097 0.8434 1.9858
19 H 0.0917 -1.7340 0.8135
20 H -0.2595 -1.3460 2.4334
21 H 1.4127 -1.7461 2.1417
22 H 2.2004 1.4052 0.0939
23 H 2.9546 -0.2003 0.4601
24 H 1.6790 -0.0883 -0.7079
25 C 4.7889 3.5480 0.2093
26 O 5.6358 3.0001 0.9415
27 N 3.5690 3.9233 0.7271
28 C 2.6217 4.4495 -0.2669
29 C 3.1850 3.8654 2.1129
30 H 4.8730 3.7302 -0.8733
31 H 3.1345 4.5315 -1.2253
32 H 2.1863 5.4156 -0.0116
33 H 1.9996 3.6135 -0.5866
34 H 3.8398 3.3953 2.8467
35 H 3.1106 4.8923 2.4706
36 H 2.1696 3.4692 2.1094
37 C 3.6011 -4.1856 -2.0589
38 O 2.9593 -4.0068 -1.0339
39 N 4.5469 -3.3586 -2.6256
40 C 5.5588 -3.9836 -3.4276
41 C 4.8538 -2.0775 -1.9585
42 H 3.5737 -5.1523 -2.5851
43 H 6.1293 -4.6444 -2.7750
44 H 6.1291 -3.2303 -3.9711
45 H 5.0431 -4.6024 -4.1619
46 H 5.4606 -2.3288 -1.0886
47 H 5.4138 -1.4027 -2.6059
48 H 3.9632 -1.7186 -1.4427
49 C -3.6124 2.4137 -1.3104
50 C -2.1769 2.6209 -1.4918
51 C -1.6399 1.2868 -1.8617
52 O -2.6741 0.8589 -2.8106
53 C -3.9875 1.2725 -2.3500
54 H -4.1393 3.3566 -1.4571
55 H -3.8022 1.9616 -0.3370
56 H -1.6359 3.0989 -0.6752
57 H -1.8462 3.3711 -2.2101
58 H -1.5038 0.5545 -1.0659
59 H -0.6163 1.3928 -2.2211
60 H -4.4127 0.3703 -1.9104
61 H -4.5902 1.5521 -3.2140
62 C 1.6227 -4.6196 2.8138
63 C 1.6218 -5.0225 4.3198
64 C 2.4283 -3.9498 5.0062
65 O 3.2806 -3.4429 3.9107
66 C 3.0165 -4.0049 2.5797
67 H 0.8111 -3.9849 2.4582
68 H 1.4808 -5.4396 2.1097
69 H 2.2461 -5.9160 4.3269
70 H 0.5568 -5.0468 4.5505
71 H 3.0307 -4.4492 5.7651
72 H 1.8365 -3.1311 5.4155
73 H 3.6644 -4.8682 2.4282
74 H 2.9087 -3.3974 1.6811
75 C 2.8944 2.9850 -4.2093
76 C 3.5459 1.6083 -4.3542
77 C 3.0136 0.7861 -3.1489
78 O 1.7307 1.3577 -3.0878
79 C 1.5551 2.5976 -3.7327
80 H 2.7843 3.4396 -5.1939
81 H 3.3411 3.6937 -3.5119
82 H 4.6253 1.5272 -4.2261
83 H 3.3352 1.1159 -5.3036
84 H 3.6800 1.0379 -2.3239
85 H 3.0383 -0.2800 -3.3748
86 H 1.1797 3.3466 -3.0354
87 H 0.7842 2.6211 -4.5030
88 C -2.2458 -2.9215 5.6269
89 C -3.6495 -3.0130 5.0921
90 C -3.4871 -2.0322 3.9795
91 O -2.3020 -2.3749 3.4035
92 C -1.3852 -2.4788 4.4865
93 H -1.7695 -3.8178 6.0241
94 H -2.2875 -2.1050 6.3478
95 H -4.4675 -2.7608 5.7669
96 H -3.8682 -3.9858 4.6516
97 H -3.4940 -0.9837 4.2773
98 H -4.2217 -2.0320 3.1743
99 H -0.8785 -1.5170 4.5660
100 H -0.4876 -3.0356 4.2176
101 C -1.2437 7.8448 -0.2007
102 C -1.3272 6.7653 0.9010
103 C -1.6876 5.4617 0.2388
104 O -2.0879 5.9051 -1.0751
105 C -2.2920 7.3098 -1.1615
106 H -0.2617 7.8596 -0.6735
107 H -1.5191 8.8435 0.1382
108 H -2.1051 7.2715 1.4725
109 H -0.4456 6.7854 1.5417
110 H -2.4301 5.0457 0.9198
111 H -0.8698 4.7519 0.3627
112 H -3.3236 7.6130 -0.9826
113 H -2.0875 7.6689 -2.1700
114 C -0.6408 -4.3462 -2.8894
115 C -1.3135 -3.5583 -3.9296
116 C -1.9467 -2.4062 -2.9830
117 O -2.5054 -3.1197 -1.8684
118 C -1.4791 -4.1367 -1.6361
119 H 0.3263 -3.8493 -2.8133
120 H -0.5493 -5.3501 -3.3041
121 H -2.0438 -4.0795 -4.5485
122 H -0.5165 -3.2591 -4.6103
123 H -2.7412 -1.7777 -3.3854
124 H -1.2286 -1.6549 -2.6543
125 H -2.0655 -5.0482 -1.5206
126 H -0.8422 -3.9206 -0.7783

Calculated values
2S+1 ... 2
<S²> ... 0.750
Net charge ... -1

Mulliken population analysis, charges in e, atoms 1 to 99: C 0.17; O -0.65; N 0.25; C -1.07; C -0.60; H 0.35; H 0.37; H 0.38; H 0.31; H 0.20; H 0.28; H 0.05; C -0.50; O -0.32; N 0.57; C -0.62; C -0.19; H 0.33; H 0.52; H -0.54; H 0.52; H -0.36; H 0.22; H 0.30; C 0.01; O -0.54; N 0.43; C -0.96; C -0.99; H 0.22; H 0.16; H 0.40; H 0.17; H 0.29; H 0.38; H 0.24; C -1.63; O 0.47; N 1.89; C -2.30; C -1.36; H -0.09; H 0.50; H 1.03; H 0.11; H 0.32; H 0.75; H -0.31; C -0.21; C 0.42; C 1.11; O -0.49; C -0.56; H 0.47; H -0.01; H -0.73; H 0.34; H -0.26; H -0.39; H 0.15; H 0.35; C 0.11; C -0.81; C -0.36; O -0.45; C -0.47; H -0.36; H 0.50; H 0.41; H 0.31; H 0.33; H 0.21; H 0.44; H 0.22; C -0.61; C -1.71; C 0.28; O -0.11; C -0.39; H 0.38; H 0.13; H 0.75; H 0.38; H -0.05; H 0.38; H -0.08; H 0.37; C -0.64; C -0.59; C -0.16; O -0.15; C 0.22; H 0.36; H 0.25; H 0.38; H 0.27; H 0.30; H -0.19; H 0.37


No. 2
This record from the Open Molecules 2025 dataset describes a 10-piece molecular cluster, C36H76O22S6 overall. The level of theory is ωB97M-V/def2-TZVPD.

Atoms and positions in Å:
1 C -0.9230 3.9390 2.8406
2 C -2.1720 3.5860 3.6285
3 C -3.0304 2.7395 2.6812
4 S -2.9794 3.6676 1.1915
5 O -3.8686 4.7857 1.3975
6 O -3.2055 2.9694 -0.0543
7 C -1.3199 4.2056 1.3668
8 H -0.2430 3.0793 2.8041
9 H -0.3801 4.7553 3.2699
10 H -2.7631 4.4669 3.8550
11 H -1.9188 3.0210 4.5242
12 H -4.0588 2.5251 2.9784
13 H -2.5437 1.7872 2.4756
14 H -1.3396 5.2579 1.1049
15 H -0.6405 3.7375 0.6335
16 C 3.2699 -5.9268 4.6562
17 C 1.7545 -5.7416 4.9132
18 C 1.6026 -4.2744 5.4183
19 S 2.7643 -3.2807 4.5103
20 O 3.4146 -2.2818 5.3165
21 O 2.1179 -2.8173 3.3069
22 C 3.8309 -4.6631 4.0055
23 H 3.4687 -6.8164 4.1027
24 H 3.6743 -6.2328 5.6145
25 H 1.4525 -6.4716 5.6191
26 H 1.1305 -6.0054 4.0490
27 H 1.9199 -4.3024 6.4690
28 H 0.5725 -3.9223 5.3792
29 H 4.8316 -4.4080 4.3007
30 H 3.7237 -4.7964 2.9463
31 C -5.3794 3.4374 -2.8366
32 C -6.1357 3.5067 -4.1589
33 C -5.1723 2.9517 -5.1533
34 S -3.5353 3.5162 -4.6075
35 O -3.0727 4.6135 -5.4297
36 O -2.6800 2.3352 -4.4613
37 C -4.0222 4.0904 -3.0278
38 H -5.2474 2.3667 -2.5544
39 H -5.8539 3.8997 -1.9769
40 H -6.3496 4.5580 -4.4517
41 H -7.1101 3.0067 -4.0607
42 H -5.2234 3.1998 -6.2296
43 H -5.2399 1.8724 -5.1496
44 H -4.0571 5.1880 -3.1267
45 H -3.2889 3.7459 -2.2706
46 C -1.6268 -3.3927 0.4599
47 C -3.0233 -3.3396 1.0299
48 C -2.9687 -3.7521 2.4881
49 S -1.3179 -3.5569 3.0423
50 O -0.7061 -4.8599 3.2160
51 O -1.2847 -2.5981 4.1203
52 C -0.7326 -2.8304 1.5443
53 H -1.4890 -2.8299 -0.4505
54 H -1.4106 -4.4181 0.2424
55 H -3.7101 -3.9566 0.4176
56 H -3.3573 -2.3003 0.8712
57 H -3.1909 -4.7991 2.5603
58 H -3.6118 -3.1017 3.0823
59 H 0.3373 -3.0347 1.5083
60 H -0.9275 -1.7579 1.6264
61 C -2.7800 0.2731 -1.4432
62 C -1.5273 0.8707 -2.0172
63 O -0.4005 0.2096 -1.3979
64 C 0.0371 0.6018 -0.2570
65 O -0.2384 1.6653 0.3256
66 O 0.8400 -0.3182 0.2658
67 C 1.4903 -0.0226 1.5363
68 H -3.6498 0.8491 -1.7758
69 H -2.7925 0.2791 -0.3472
70 H -2.8252 -0.7541 -1.7989
71 H -1.4405 1.9510 -1.8048
72 H -1.4878 0.6524 -3.0751
73 H 2.4113 0.4912 1.2987
74 H 1.5805 -0.9561 2.1473
75 H 0.8449 0.7080 2.0368
76 C 2.9840 3.4314 0.4585
77 C 4.1010 2.4735 0.9309
78 O 4.1343 1.3279 0.1172
79 C 4.7755 1.2671 -1.0898
80 O 4.9037 0.2124 -1.6448
81 O 5.2963 2.4351 -1.4879
82 C 6.1582 2.4228 -2.6412
83 H 3.1762 3.7884 -0.5593
84 H 2.8100 4.2901 1.0977
85 H 2.0555 2.8640 0.3713
86 H 3.9327 2.1244 1.9428
87 H 5.0903 3.0061 0.8441
88 H 6.7439 1.5100 -2.7062
89 H 6.8170 3.2902 -2.6539
90 H 5.4483 2.3913 -3.5016
91 C -4.0995 -1.1900 -4.4156
92 C -2.6104 -1.1710 -4.7349
93 O -2.0378 -1.8714 -3.5695
94 C -0.7400 -2.0773 -3.6645
95 O -0.0267 -1.8383 -4.6134
96 O -0.3597 -2.7164 -2.5317
97 C 0.9964 -3.1177 -2.4269
98 H -4.7248 -0.6699 -5.1828
99 H -4.2868 -0.8498 -3.3785
100 H -4.2585 -2.2866 -4.3785
101 H -2.2774 -0.1619 -4.9048
102 H -2.4657 -1.7824 -5.6425
103 H 1.1145 -4.0601 -1.9394
104 H 1.5468 -2.3624 -1.8487
105 H 1.4665 -3.1921 -3.3928
106 C 1.4203 1.4884 -5.6971
107 C 1.0961 1.2292 -4.1692
108 O 0.7164 2.4500 -3.5531
109 C 1.7113 3.1512 -3.0794
110 O 2.8619 2.8133 -3.0116
111 O 1.3415 4.3450 -2.6679
112 C -0.0535 4.6514 -2.5678
113 H 1.4457 0.4738 -6.1472
114 H 2.3980 1.9580 -5.7306
115 H 0.6773 2.1320 -6.0760
116 H 1.9516 0.7958 -3.6900
117 H 0.2313 0.6045 -4.1952
118 H -0.4458 4.1112 -1.6815
119 H -0.5783 4.3527 -3.4740
120 H -0.1273 5.7431 -2.3997
121 C 0.5865 -0.1167 5.2512
122 S -0.4901 0.3351 6.6122
123 O -1.7679 1.0479 6.1891
124 C -0.9959 -1.3105 7.2071
125 H 0.0465 -0.8160 4.6319
126 H 1.4586 -0.5782 5.6429
127 H 0.8177 0.8097 4.7552
128 H -1.6359 -1.6310 6.4138
129 H -1.3833 -1.1230 8.2009
130 H -0.1201 -1.9647 7.3291
131 C 5.5695 -3.9983 -0.9387
132 S 3.8694 -3.8406 -0.5325
133 O 3.6209 -4.9049 0.4852
134 C 3.9389 -2.3384 0.3663
135 H 6.2362 -3.6392 -0.1256
136 H 5.7686 -3.3622 -1.8200
137 H 5.6541 -5.0361 -1.2084
138 H 4.1233 -1.4664 -0.3008
139 H 4.6428 -2.4449 1.1525
140 H 2.9335 -2.2507 0.7135

Calculated values
Net charge ... 0

Mulliken population analysis, charges in e, atoms 1 to 99: C -0.46; C -0.82; C -0.47; S 0.88; O -0.77; O -0.43; C 0.57; H -0.20; H 0.46; H 0.39; H 0.40; H 0.60; H -0.04; H 0.72; H -0.83; C -0.95; C -0.61; C -0.39; S 1.08; O -0.84; O -0.34; C -0.35; H 0.49; H 0.28; H 0.56; H 0.17; H 0.43; H 0.00; H 0.51; H -0.07; C -0.41; C -0.73; C -0.42; S 1.03; O -0.77; O -0.51; C 0.25; H -0.06; H 0.49; H 0.28; H 0.42; H 0.46; H -0.04; H 0.41; H -0.45; C -0.01; C -0.55; C -1.06; S 1.37; O -0.78; O -0.69; C 0.44; H -0.41; H 0.48; H 0.50; H 0.08; H 0.40; H 0.42; H 0.11; H -0.44; C -0.57; C 1.68; O 0.20; C -0.10; O -0.25; O 0.69; C 0.31; H -0.65; H 0.16; H 0.35; H -0.05; H -1.16; H -0.22; H -0.32; H 0.03; C -0.51; C -0.64; O -0.22; C 0.81; O -0.68; O -0.29; C -0.72; H 0.27; H 0.49; H -0.14; H 0.38; H 0.50; H 0.32; H 0.24; H 0.22; C -1.12; C 0.13; O -0.27; C 0.89; O -0.67; O -0.17; C -1.04; H 0.27; H 0.18


Electronic energy (computed, Ha): -2388.39890 -5461.62976
Strongest force on any atom (computed, eV/Å): 3.69 3.43